[1]
# C7H15N4O2

A cluster of 3 separate species, C7H15N4O2 in total in a non-equilibrium geometry (ωB97M-V with the def2-TZVPD basis set, the Open Molecules 2025 dataset).

Structure (ORCA input):
```
! wB97M-V def2-TZVPD RIJCOSX def2/J DEFGRID3
* xyz 1 1
C 2.387 0.062 -0.756
C 1.982 -0.951 0.122
C -1.490 1.222 0.474
C -1.199 1.255 -1.825
C 2.961 -1.799 0.797
C -0.451 0.775 -3.011
C -3.377 2.196 1.543
N -0.913 0.757 -0.709
N -2.704 1.667 0.425
N 2.936 0.968 -1.181
N 0.670 -1.145 0.248
O -0.097 -3.297 2.191
O 3.560 1.804 -1.745
H -0.865 1.278 1.410
H -2.034 2.018 -1.949
H 2.672 -2.619 1.436
H 3.763 -1.330 1.301
H 3.660 -2.241 0.157
H 0.135 1.545 -3.489
H -1.205 0.499 -3.825
H 0.090 -0.188 -3.073
H -4.085 3.094 1.149
H -4.011 1.347 2.072
H -2.659 2.633 2.287
H 0.769 -3.552 2.507
H -0.857 -3.521 2.865
H -0.035 -0.555 -0.305
H 0.396 -1.919 0.884
*
```

Output
E_HOMO (eV): -12.7
Kohn-Sham gap (Ha): 0.28893
Molar mass (g mol⁻¹): 187.22

[2]
# C7H15NO

A cluster of 2 separate species, C7H15NO in total in a non-equilibrium geometry (ωB97M-V with the def2-TZVPD basis set, the Open Molecules 2025 dataset).

Structure (ORCA input):
```
! wB97M-V def2-TZVPD RIJCOSX def2/J DEFGRID3
* xyz 0 1
C 0.306 -1.408 -2.426
C -0.337 -0.397 -1.890
C -1.005 -0.716 -0.601
C -2.300 -0.442 -0.575
C -0.156 -1.280 0.555
C 0.420 -0.062 1.364
C 1.348 0.956 0.735
N 1.149 -0.710 2.503
H 0.533 -2.399 -2.135
H 0.873 -1.369 -3.404
H -0.535 0.520 -2.460
H -3.099 -0.769 0.054
H -2.643 0.167 -1.425
H 0.583 -2.040 0.245
H -0.776 -1.874 1.193
H -0.381 0.584 1.862
H 2.266 0.564 0.238
H 1.803 1.598 1.458
H 0.896 1.369 -0.152
H 1.871 -0.056 2.798
H 1.498 -1.633 2.382
O -0.996 3.163 -0.340
H -0.304 3.781 -0.302
H -1.016 2.453 0.324
*
```

Output
E_HOMO (eV): -8.9
Kohn-Sham gap (Ha): 0.36121
Molar mass (g mol⁻¹): 129.20
SMILES: C=CC(=C)C[C@H](C)N.O

[3]
# C7H15NO

A structure of composition C7H15NO in a non-equilibrium geometry (ωB97M-V with the def2-TZVPD basis set, the Open Molecules 2025 dataset).

Structure (ORCA input):
```
! wB97M-V def2-TZVPD RIJCOSX def2/J DEFGRID3
* xyz 0 1
C 1.003 -0.577 0.662
C -0.295 -0.935 1.166
C -0.208 0.694 -1.281
C 1.688 0.647 1.141
C 1.706 -1.564 -0.187
C -2.423 0.103 0.027
C -1.136 -0.663 -0.286
N -0.287 2.036 -0.773
O -1.183 -1.666 -1.039
H 0.509 2.618 -1.004
H -1.128 2.524 -1.050
H -0.659 -0.296 1.967
H -0.453 -1.992 1.381
H 0.809 0.439 -1.568
H -0.854 0.484 -2.136
H 2.547 0.912 0.523
H 0.991 1.495 1.142
H 2.035 0.485 2.169
H 2.081 -2.381 0.440
H 2.538 -1.130 -0.742
H 0.979 -2.020 -0.879
H -2.976 0.270 -0.899
H -3.031 -0.528 0.680
H -2.252 1.046 0.545
*
```

Output
E_HOMO (spin up / spin down) (eV): -7.1 / -7.1
Kohn-Sham gap (spin up / spin down) (Ha): 0.25270 / 0.25263
Molar mass (g mol⁻¹): 129.20

Results for relative energy (zero: lowest compared OMol25 entry of this formula, charge and spin): 5.825 3.474 4.426 (in eV, following the order of the records).